{"formula": "C57H45BF5N14O3S2Sn", "method": "ωB97M-V with the def2-TZVPD basis set", "e_above_lowest_kj_mol": 25.4, "e_tot_ha": -4726.4477, "total_charge": 0, "s_squared": 0.768, "e_homo_ev": [-7.610, -7.609], "multiplicity": 2, "homo_lumo_gap_ev": [7.5, 6.0], "elements": ["Sn", "C", "C", "C", "C", "N", "N", "B", "N", "C", "C", "C", "C", "N", "N", "C", "C", "C", "C", "N", "N", "C", "C", "C", "C", "N", "H", "H", "H", "H", "H", "H", "H", "H", "H", "H", "H", "H", "H", "H", "H", "H", "H", "H", "H", "H", "F", "C", "C", "F", "C", "F", "C", "S", "C", "F", "C", "F", "C", "O", "C", "C", "C", "C", "C", "C", "C", "N", "C", "C", "N", "C", "C", "C", "C", "N", "C", "C", "N", "C", "C", "C", "C", "H", "H", "H", "H", "H", "H", "H", "H", "H", "H", "H", "H", "H", "H", "O", "S", "O", "N", "C", "C", "C", "C", "C", "C", "C", "C", "N", "C", "C", "C", "C", "C", "C", "C", "H", "H", "H", "H", "H", "H", "H", "H", "H", "H", "H"], "positions_angstrom": [[1.019, 0.528, 1.446], [0.433, -2.901, -0.209], [0.046, -2.825, 1.231], [-0.701, -3.755, 1.961], [-0.673, -3.288, 3.255], [0.048, -2.156, 3.285], [0.472, -1.848, 2.035], [0.345, -1.321, 4.570], [-0.710, -0.209, 4.672], [-1.612, 0.101, 5.624], [-2.400, 1.117, 5.142], [-1.904, 1.382, 3.856], [-2.452, 2.355, 2.867], [-0.880, 0.579, 3.578], [1.764, -0.690, 4.512], [2.656, -0.694, 5.519], [3.695, 0.141, 5.190], [3.361, 0.661, 3.936], [4.138, 1.658, 3.147], [2.199, 0.144, 3.530], [0.344, -2.320, 5.732], [1.141, -3.416, 5.762], [0.878, -4.100, 6.920], [-0.125, -3.338, 7.558], [-0.811, -3.611, 8.859], [-0.438, -2.275, 6.837], [1.024, -3.802, -0.387], [1.028, -2.038, -0.498], [-0.449, -2.951, -0.848], [-1.175, -4.650, 1.596], [-1.103, -3.699, 4.153], [-1.624, -0.436, 6.555], [-3.222, 1.603, 5.640], [-3.534, 2.238, 2.791], [-2.015, 2.193, 1.886], [-2.254, 3.381, 3.178], [2.487, -1.269, 6.413], [4.564, 0.371, 5.782], [4.867, 2.147, 3.791], [3.490, 2.423, 2.726], [4.674, 1.187, 2.322], [1.834, -3.624, 4.962], [1.336, -5.012, 7.264], [-0.334, -4.443, 9.374], [-1.860, -3.864, 8.700], [-0.776, -2.736, 9.506], [-1.320, 8.247, -0.069], [-0.884, 7.227, 0.665], [-0.806, 5.958, 0.112], [-1.154, 5.772, -1.164], [-0.375, 4.900, 0.882], [-0.317, 3.706, 0.293], [0.022, 5.063, 2.217], [0.681, 3.773, 3.144], [-0.047, 6.364, 2.731], [0.332, 6.612, 3.981], [-0.505, 7.429, 1.981], [-0.572, 8.654, 2.508], [-6.736, -4.166, -10.329], [-7.188, -4.057, -8.991], [-6.318, -3.573, -8.071], [-4.998, -3.234, -8.343], [-4.195, -2.743, -7.321], [-4.683, -2.584, -6.033], [-6.011, -2.939, -5.773], [-6.817, -3.427, -6.775], [-3.861, -2.062, -4.936], [-4.239, -1.988, -3.683], [-3.171, -1.439, -3.016], [-2.136, -1.184, -3.873], [-2.585, -1.591, -5.108], [-0.882, -0.651, -3.451], [0.207, -0.441, -4.307], [1.375, 0.051, -3.791], [1.430, 0.328, -2.422], [0.422, 0.141, -1.592], [-0.737, -0.347, -2.081], [-1.840, -0.608, -1.145], [-1.651, -0.341, 0.165], [-2.621, -0.637, 1.007], [-3.851, -1.184, 0.623], [-4.067, -1.441, -0.703], [-3.044, -1.162, -1.616], [-7.587, -4.512, -10.908], [-5.921, -4.889, -10.415], [-6.405, -3.198, -10.715], [-4.583, -3.351, -9.333], [-3.167, -2.496, -7.559], [-6.388, -2.819, -4.767], [-7.845, -3.704, -6.585], [-2.090, -1.530, -5.979], [0.123, -0.672, -5.363], [2.244, 0.229, -4.410], [2.336, 0.735, -1.993], [-2.416, -0.445, 2.052], [-4.602, -1.393, 1.373], [-4.994, -1.864, -1.068], [2.201, 3.840, 1.008], [3.263, 3.347, 0.146], [4.610, 3.758, 0.462], [3.076, 1.778, 0.067], [4.087, 1.020, -0.503], [5.037, 1.454, -1.411], [6.001, 0.583, -1.951], [6.059, -0.728, -1.580], [5.131, -1.213, -0.632], [5.195, -2.532, -0.134], [4.334, -2.926, 0.844], [3.357, -2.017, 1.287], [3.216, -0.803, 0.808], [4.126, -0.361, -0.115], [2.852, 4.060, -1.433], [1.673, 3.672, -2.057], [1.288, 4.302, -3.230], [2.077, 5.313, -3.766], [3.248, 5.699, -3.129], [3.640, 5.075, -1.952], [5.058, 2.493, -1.704], [6.718, 0.978, -2.660], [6.813, -1.395, -1.977], [5.952, -3.205, -0.520], [4.379, -3.916, 1.277], [2.659, -2.307, 2.059], [1.061, 2.904, -1.603], [0.363, 4.015, -3.715], [1.772, 5.808, -4.679], [3.854, 6.493, -3.547], [4.546, 5.358, -1.433]], "forces_ev_per_angstrom": [[0.3, -0.1, 0.2], [-0.1, 0.1, 0.1], [0.0, 0.0, -0.1], [0.0, 0.0, 0.0], [0.0, 0.0, 0.0], [0.0, 0.1, 0.0], [0.0, 0.1, 0.0], [-0.1, 0.2, 0.0], [0.0, -0.2, 0.1], [0.0, 0.0, 0.0], [0.0, 0.1, 0.0], [0.0, 0.0, -0.1], [0.0, 0.0, 0.0], [0.0, 0.0, 0.0], [0.1, -0.1, 0.0], [0.0, 0.0, 0.0], [0.0, 0.0, 0.0], [0.1, 0.0, 0.0], [0.0, -0.1, -0.1], [-0.2, 0.1, 0.0], [0.0, -0.1, -0.2], [0.0, 0.0, 0.0], [0.0, 0.0, 0.1], [0.0, 0.0, 0.0], [0.0, 0.0, 0.0], [0.1, 0.0, 0.0], [0.0, 0.0, 0.0], [0.0, 0.0, 0.0], [0.0, 0.0, 0.0], [0.0, 0.0, 0.0], [0.0, 0.0, 0.0], [0.0, 0.0, 0.0], [0.0, 0.0, 0.0], [0.0, 0.0, 0.0], [0.1, 0.0, -0.1], [0.0, 0.1, 0.0], [0.0, 0.0, 0.0], [0.0, 0.0, 0.0], [0.0, 0.0, 0.0], [0.0, 0.0, 0.0], [0.0, 0.0, 0.0], [0.0, 0.0, 0.0], [0.0, 0.0, 0.0], [0.0, 0.0, 0.0], [0.0, 0.0, 0.0], [0.0, 0.0, 0.0], [0.0, -0.1, 0.1], [0.0, 0.0, -0.1], [0.0, 0.0, -0.1], [0.0, 0.0, 0.1], [0.0, -0.2, -0.2], [-0.3, 0.1, 0.2], [0.2, -0.1, 0.1], [-0.3, 0.0, 0.1], [0.0, 0.1, 0.1], [0.0, 0.0, -0.1], [0.0, 0.1, 0.1], [0.0, -0.1, 0.0], [0.0, 0.0, 0.0], [0.0, 0.0, 0.0], [0.0, 0.0, 0.0], [0.0, 0.0, 0.0], [0.0, 0.0, 0.0], [0.0, 0.0, 0.0], [0.0, 0.0, 0.0], [0.0, 0.0, 0.0], [0.0, 0.0, 0.0], [0.0, 0.0, 0.0], [0.0, 0.0, 0.1], [0.0, 0.0, 0.0], [0.0, 0.0, -0.1], [0.0, 0.0, 0.0], [0.0, 0.0, 0.0], [0.0, 0.0, 0.0], [0.0, 0.1, 0.0], [-0.1, -0.1, -0.1], [0.1, 0.0, 0.0], [-0.1, 0.1, 0.1], [0.0, -0.1, -0.2], [0.1, 0.0, 0.0], [0.0, 0.0, 0.0], [0.0, 0.0, 0.0], [0.0, 0.0, 0.0], [0.0, 0.0, 0.0], [0.0, 0.0, 0.0], [0.0, 0.0, 0.0], [0.0, 0.0, 0.0], [0.0, 0.0, 0.0], [0.0, 0.0, 0.0], [0.0, 0.0, 0.0], [0.0, 0.0, 0.0], [0.0, 0.0, 0.0], [0.0, 0.0, 0.0], [0.0, 0.0, 0.0], [0.0, 0.0, 0.0], [0.0, 0.0, 0.0], [0.0, 0.0, 0.0], [0.5, 0.0, -0.1], [-0.3, 0.1, 0.1], [0.0, 0.0, -0.1], [0.2, -0.1, -0.1], [-0.1, 0.0, 0.1], [-0.1, 0.0, 0.0], [0.0, 0.0, 0.0], [0.0, 0.0, 0.0], [-0.1, 0.0, 0.0], [0.0, 0.0, 0.0], [0.0, 0.0, 0.0], [0.0, 0.0, 0.0], [0.0, -0.1, 0.0], [0.0, 0.0, 0.0], [0.0, 0.0, 0.0], [0.0, 0.0, 0.0], [0.0, 0.0, 0.0], [0.0, 0.0, 0.0], [0.0, 0.0, 0.0], [0.0, -0.1, -0.1], [0.0, 0.0, 0.0], [0.0, 0.0, 0.0], [0.0, 0.0, 0.0], [0.0, 0.0, 0.0], [0.0, 0.0, 0.0], [0.0, 0.0, 0.0], [0.0, 0.0, 0.0], [0.0, 0.0, 0.0], [0.0, 0.0, 0.0], [0.0, 0.0, 0.0], [0.0, 0.0, 0.0]], "mulliken_spin": [0.028, 0.000, 0.000, 0.000, 0.000, 0.000, 0.000, 0.000, -0.001, -0.004, -0.003, -0.027, 0.054, -0.002, -0.003, -0.001, 0.001, -0.009, 0.001, 0.009, 0.000, 0.000, 0.000, 0.000, 0.000, 0.000, 0.000, 0.000, 0.000, 0.000, 0.000, 0.000, 0.001, 0.002, -0.012, -0.022, 0.000, 0.000, 0.001, 0.004, 0.000, 0.000, 0.000, 0.000, 0.000, 0.000, 0.008, 0.103, -0.040, -0.003, 0.039, -0.002, 0.011, 0.800, 0.057, 0.007, -0.026, -0.003, 0.000, 0.000, 0.000, 0.000, 0.000, 0.000, 0.000, 0.000, 0.000, 0.000, 0.000, 0.000, 0.000, 0.000, 0.000, 0.000, 0.000, 0.000, 0.000, 0.001, 0.000, -0.002, 0.000, 0.000, 0.000, 0.000, 0.000, 0.000, 0.000, 0.000, 0.000, 0.000, 0.000, 0.000, 0.000, -0.001, 0.001, 0.000, 0.000, 0.003, 0.013, 0.002, 0.012, -0.003, 0.000, 0.000, 0.000, 0.000, 0.000, 0.000, 0.000, 0.000, 0.001, 0.002, 0.000, 0.000, 0.001, 0.000, 0.001, 0.000, 0.000, 0.000, 0.000, 0.000, 0.000, -0.002, 0.000, 0.000, 0.000, 0.000]}

=====

{"formula": "C57H48NOP3W", "method": "ωB97M-V with the def2-TZVPD basis set", "e_tot_ha": -3420.5993, "total_charge": 4, "s_squared": 2.035, "e_homo_ev": [-18.327, -18.334], "multiplicity": 3, "homo_lumo_gap_ev": [4.8, 5.4], "elements": ["W", "C", "C", "C", "C", "C", "C", "C", "C", "P", "C", "C", "C", "C", "C", "C", "C", "C", "C", "C", "C", "C", "C", "O", "C", "C", "C", "C", "C", "C", "P", "C", "C", "C", "C", "C", "C", "C", "C", "C", "C", "C", "C", "H", "H", "H", "H", "H", "H", "H", "H", "H", "H", "H", "H", "H", "H", "H", "H", "H", "H", "H", "H", "H", "H", "H", "H", "H", "H", "H", "H", "H", "H", "H", "H", "N", "C", "C", "C", "C", "C", "C", "P", "C", "C", "C", "C", "C", "C", "C", "C", "C", "C", "C", "C", "H", "H", "H", "H", "H", "H", "H", "H", "H", "H", "H", "H", "H", "H", "H", "H"], "positions_angstrom": [[-0.617, 0.457, -0.441], [1.469, -1.924, 6.046], [1.506, -1.867, 4.512], [2.555, -2.878, 3.993], [0.157, -2.219, 3.912], [-0.755, -3.080, 4.522], [-1.971, -3.400, 3.939], [-2.276, -2.940, 2.670], [-1.346, -2.143, 2.013], [-1.466, -1.766, 0.253], [-1.189, -3.307, -0.652], [-1.648, -4.519, -0.130], [-1.520, -5.678, -0.877], [-0.920, -5.645, -2.130], [-0.432, -4.447, -2.634], [-0.569, -3.281, -1.902], [-3.198, -1.256, 0.085], [-4.267, -2.097, -0.189], [-5.553, -1.569, -0.207], [-5.764, -0.213, 0.010], [-4.694, 0.641, 0.256], [-3.417, 0.109, 0.307], [-0.196, -1.726, 2.663], [0.550, -0.754, 1.994], [1.382, 0.001, 2.821], [1.647, 1.293, 2.396], [2.518, 2.112, 3.102], [3.079, 1.625, 4.268], [2.746, 0.360, 4.725], [1.883, -0.480, 4.024], [0.678, 1.945, 1.026], [-0.777, 2.731, 1.779], [-1.394, 3.826, 1.151], [-2.511, 4.412, 1.720], [-3.033, 3.903, 2.905], [-2.435, 2.811, 3.524], [-1.316, 2.216, 2.964], [1.777, 3.165, 0.283], [2.817, 2.651, -0.496], [3.812, 3.496, -0.954], [3.773, 4.848, -0.630], [2.744, 5.355, 0.151], [1.741, 4.519, 0.619], [1.222, -2.927, 6.385], [0.742, -1.221, 6.452], [2.448, -1.700, 6.463], [2.294, -3.886, 4.315], [3.536, -2.632, 4.400], [2.617, -2.864, 2.902], [-0.524, -3.499, 5.490], [-2.678, -4.022, 4.469], [-3.228, -3.178, 2.215], [-2.093, -4.570, 0.852], [-1.881, -6.614, -0.473], [-0.830, -6.554, -2.708], [0.059, -4.424, -3.598], [-0.186, -2.357, -2.301], [-4.097, -3.148, -0.385], [-6.396, -2.222, -0.394], [-6.768, 0.188, -0.012], [-4.868, 1.696, 0.420], [-2.563, 0.762, 0.603], [2.741, 3.113, 2.759], [3.758, 2.244, 4.838], [3.171, 0.023, 5.660], [-0.944, 4.273, 0.272], [-2.967, 5.274, 1.250], [-3.903, 4.367, 3.352], [-2.834, 2.431, 4.455], [-0.844, 1.381, 3.469], [2.864, 1.586, -0.702], [4.628, 3.105, -1.546], [4.561, 5.506, -0.971], [2.730, 6.404, 0.418], [0.968, 4.917, 1.263], [-0.926, 2.374, -1.832], [0.258, 2.725, -2.636], [0.492, 4.028, -3.029], [1.589, 4.309, -3.836], [2.446, 3.297, -4.241], [2.223, 1.991, -3.828], [1.124, 1.709, -3.028], [0.678, 0.044, -2.486], [2.065, -1.079, -2.627], [2.643, -1.523, -1.432], [3.713, -2.398, -1.479], [4.175, -2.859, -2.705], [3.590, -2.429, -3.890], [2.538, -1.528, -3.861], [-0.734, -0.276, -3.607], [-0.687, -0.463, -4.982], [-1.875, -0.570, -5.697], [-3.104, -0.481, -5.056], [-3.168, -0.268, -3.684], [-1.981, -0.169, -2.987], [-1.212, 3.206, -1.317], [-1.690, 2.197, -2.490], [-0.180, 4.828, -2.734], [1.763, 5.329, -4.155], [3.292, 3.525, -4.877], [2.904, 1.200, -4.116], [2.240, -1.183, -0.481], [4.192, -2.730, -0.567], [4.995, -3.565, -2.741], [3.952, -2.798, -4.841], [2.109, -1.182, -4.790], [0.255, -0.524, -5.509], [-1.835, -0.711, -6.769], [-4.019, -0.575, -5.626], [-4.123, -0.185, -3.181], [-2.007, -0.002, -1.888]], "forces_ev_per_angstrom": [[0.7, 1.1, 0.4], [0.0, 0.1, -0.2], [0.2, -0.2, 0.2], [-0.1, 0.1, 0.0], [0.2, 0.2, -0.2], [0.0, 0.0, 0.0], [-0.1, -0.1, 0.0], [-0.1, 0.0, 0.0], [0.5, 0.6, -0.2], [-1.5, -1.4, 0.1], [0.3, 0.4, -0.2], [0.0, 0.1, 0.1], [0.0, 0.0, 0.0], [0.0, 0.0, 0.0], [0.0, 0.0, -0.1], [-0.1, -0.1, 0.2], [0.3, 0.2, -0.1], [0.1, 0.0, -0.1], [0.0, 0.0, 0.0], [0.0, 0.0, 0.0], [0.0, 0.3, 0.0], [0.2, -0.2, -0.1], [-0.4, -0.4, 0.2], [0.1, 0.0, -0.3], [0.3, 0.4, 0.3], [-0.4, -0.6, -0.5], [0.1, 0.1, 0.0], [0.0, 0.1, 0.0], [-0.1, 0.0, 0.0], [-0.2, -0.2, -0.2], [0.8, 1.3, 0.9], [0.0, -0.2, -0.5], [-0.1, 0.0, 0.0], [0.0, 0.0, -0.1], [0.0, -0.1, 0.0], [-0.1, 0.0, 0.0], [0.1, -0.1, 0.0], [-0.2, -0.2, -0.2], [0.0, 0.0, 0.1], [0.0, -0.1, 0.0], [0.0, 0.0, 0.0], [0.0, 0.1, 0.0], [-0.1, 0.0, 0.0], [0.0, 0.0, 0.0], [0.0, 0.0, 0.1], [0.0, 0.0, 0.0], [0.0, 0.0, 0.0], [0.0, 0.0, 0.0], [0.0, 0.0, 0.0], [0.0, 0.1, 0.0], [0.0, 0.0, 0.0], [0.0, -0.1, 0.0], [0.0, -0.1, 0.0], [0.0, 0.0, 0.0], [0.0, 0.0, 0.0], [0.0, 0.0, 0.0], [0.0, 0.0, -0.1], [0.0, 0.0, 0.0], [0.0, 0.0, 0.0], [0.0, 0.0, 0.0], [0.0, 0.0, 0.0], [-0.4, 0.2, 0.4], [0.0, 0.0, 0.0], [0.0, 0.0, 0.0], [0.0, 0.0, 0.0], [0.0, 0.1, 0.0], [0.0, 0.0, 0.0], [0.0, 0.0, 0.0], [0.0, 0.0, 0.0], [0.0, 0.0, 0.0], [0.1, 0.0, -0.1], [0.0, 0.0, 0.0], [0.0, 0.0, 0.0], [0.0, 0.0, 0.0], [0.0, 0.0, 0.0], [0.0, -0.7, 0.2], [0.4, 0.0, -0.2], [-0.2, 0.1, 0.1], [0.0, 0.0, 0.0], [0.0, 0.0, 0.0], [0.0, 0.0, 0.0], [-0.1, -0.2, 0.4], [0.2, 0.2, -1.3], [-0.3, 0.0, 0.5], [-0.1, 0.1, -0.2], [0.1, 0.0, 0.1], [0.0, 0.0, 0.0], [0.0, 0.0, 0.0], [0.0, 0.0, 0.0], [0.0, -0.1, 0.4], [0.1, 0.0, 0.0], [0.0, 0.0, 0.0], [0.1, 0.0, 0.0], [-0.3, 0.0, 0.2], [0.6, -0.1, -0.2], [-0.1, -0.1, 0.2], [-0.1, -0.1, 0.1], [0.0, 0.0, 0.0], [0.0, 0.0, 0.0], [0.0, 0.0, 0.0], [0.0, 0.0, 0.0], [0.1, 0.0, 0.1], [-0.1, 0.0, 0.0], [0.0, 0.0, 0.0], [0.0, 0.0, 0.0], [0.0, 0.0, 0.0], [0.0, 0.0, 0.0], [0.0, 0.0, 0.0], [0.0, 0.0, 0.0], [0.0, 0.0, 0.0], [-0.7, -0.2, -0.3]], "mulliken_spin": [1.407, 0.000, 0.001, 0.000, -0.004, -0.002, -0.001, -0.005, -0.074, 0.238, -0.089, -0.005, 0.001, -0.001, 0.000, 0.043, -0.109, -0.010, 0.012, -0.002, 0.047, 0.206, 0.047, 0.012, 0.062, -0.080, -0.005, 0.000, -0.001, 0.000, 0.155, 0.070, -0.006, -0.003, 0.009, 0.001, 0.034, -0.025, 0.001, 0.004, -0.002, 0.001, -0.006, 0.000, 0.000, 0.000, 0.000, 0.000, 0.000, 0.000, 0.000, -0.001, 0.001, 0.000, 0.000, 0.000, -0.004, 0.000, 0.000, 0.000, -0.001, -0.035, -0.001, 0.000, 0.000, 0.003, 0.000, 0.000, 0.000, 0.005, -0.012, 0.000, 0.000, 0.000, 0.000, -0.023, 0.096, -0.004, 0.002, 0.001, 0.003, -0.051, 0.116, -0.089, 0.047, 0.023, 0.001, 0.001, -0.011, -0.087, -0.006, 0.002, 0.000, 0.007, 0.189, 0.009, 0.009, 0.000, 0.000, 0.000, -0.001, 0.014, 0.001, 0.000, 0.000, 0.001, 0.000, 0.000, 0.000, 0.000, -0.126]}